No. 1
Density functional theory data (wB97M-V/def2-TZVPD) for a structure of composition C18H51FHfN3O9.

Total charge: +3

Last column: Mulliken charge in e.
Geometry (Å):
Hf: 2.26021 0.70200 -0.31789  1.57
F: 0.14963 -0.12404 -0.53598  0.22
C: 0.39834 3.46486 -3.53162  -1.42
C: 0.62830 1.99506 -3.03037  0.99
C: 0.54374 1.10775 -4.33657  -0.99
O: 0.64396 -0.28971 -3.87370  -0.45
C: 0.35378 -1.15745 -4.89939  -0.81
N: 1.94108 1.93972 -2.33175  -0.04
H: 0.42535 4.16546 -2.69703  0.37
H: -0.52557 3.50549 -4.10853  0.47
H: 1.26137 3.69433 -4.15663  0.49
H: -0.16713 1.74554 -2.32814  -1.14
H: 1.31845 1.38162 -5.05275  0.48
H: -0.45548 1.25418 -4.74670  0.50
H: 0.69546 -0.88787 -5.89872  0.38
H: -0.73123 -1.25743 -4.87013  0.31
H: 0.80400 -2.08713 -4.55140  0.28
H: 2.20440 2.90771 -2.44901  0.37
H: 2.39787 1.68761 -3.19655  0.42
C: -2.48549 1.76053 -0.83931  -1.20
C: -3.10636 1.67846 0.54938  0.00
C: -3.89895 0.33773 0.68789  -0.24
O: -4.45917 0.19795 1.91871  -0.36
C: -5.05205 -1.07895 2.02512  -0.75
N: -1.95248 1.65171 1.46344  -0.41
H: -3.28645 1.58750 -1.55808  0.60
H: -1.84093 0.94079 -1.15656  -0.04
H: -2.16959 2.75762 -1.14613  0.26
H: -3.70267 2.57609 0.71301  0.61
H: -3.14580 -0.41411 0.45211  0.01
H: -4.69272 0.38912 -0.05735  0.38
H: -4.75797 -1.81889 1.28075  0.31
H: -6.13582 -0.96296 2.01624  0.34
H: -4.88852 -1.40532 3.05217  0.29
H: -2.34302 1.56430 2.39077  0.34
H: -1.50798 0.76818 1.25877  -0.26
C: -3.17119 -4.05173 0.63016  -1.80
C: -2.19449 -3.07750 0.97880  1.69
C: -1.36285 -3.64765 2.21260  -1.16
O: -0.36501 -2.66959 2.68390  -0.31
C: 0.29435 -2.87910 3.92924  -0.78
N: -1.19659 -2.76109 -0.03265  -0.54
H: -3.87838 -3.93077 -0.19042  0.40
H: -3.83000 -4.03287 1.49832  0.44
H: -2.86353 -5.09507 0.56027  0.38
H: -2.64210 -2.10632 1.18989  -0.59
H: -0.86572 -4.58554 1.96493  0.49
H: -2.06443 -3.86962 3.01672  0.51
H: 1.04623 -2.10332 4.07403  0.12
H: 0.57412 -3.92852 4.02173  0.39
H: -0.36380 -2.72208 4.78379  0.32
H: -0.68582 -1.99304 0.37883  -0.30
H: -1.70793 -2.35545 -0.80343  0.31
C: 3.15667 -2.41654 -0.41436  -0.87
C: 2.15784 -2.43261 -1.58328  -0.14
O: 2.20290 -1.10433 -2.06275  -0.41
O: 2.75191 -1.48319 0.59216  -0.38
H: 4.22723 -2.25199 -0.53650  0.33
H: 3.05782 -3.41847 0.00335  0.61
H: 1.17213 -2.65623 -1.17527  0.04
H: 2.47407 -3.16673 -2.32435  0.58
H: 1.85759 -1.07875 -2.95814  0.22
H: 2.79245 -2.07785 1.34470  0.27
C: 3.07770 1.19196 2.98350  -0.56
C: 1.96771 0.16473 3.10969  -0.93
O: 1.13486 0.39060 2.01555  0.33
O: 3.82558 1.03125 1.72632  -0.44
H: 3.71439 0.98105 3.84271  0.65
H: 2.63572 2.18366 3.08001  0.13
H: 1.38112 0.29779 4.01870  0.80
H: 2.32221 -0.85955 3.22486  0.26
H: 0.24928 0.29878 2.37458  0.04
H: 4.73347 1.25860 1.94003  0.33
C: 1.15226 3.80627 0.50037  -0.47
C: 2.71469 3.96387 0.54573  -0.79
O: 3.38704 3.00457 -0.22876  -0.39
O: 0.84791 2.44761 0.38878  0.33
H: 0.78420 4.35013 -0.36960  0.30
H: 0.66745 4.22719 1.38122  0.52
H: 3.14643 4.12618 1.53333  0.37
H: 2.87852 4.90235 0.01609  0.56
H: 4.18265 3.42856 -0.55868  0.31
H: -0.09723 2.42286 0.55525  -0.01

***

No. 2
Density functional theory data (wB97M-V/def2-TZVPD) for a structure of composition C18H52CdN2O17.

Total charge: +2

Last column: Mulliken charge in e.
Geometry (Å):
O: 21.05255 -10.73388 -18.72744  -0.36
H: 20.27297 -10.74092 -18.16725  0.45
H: 21.01431 -11.37408 -19.44178  0.46
H: 21.88123 -10.75875 -18.24343  0.46
O: 9.23671 -9.29107 -21.17235  -0.41
H: 9.09050 -10.23794 -21.11185  0.47
H: 10.09990 -9.19470 -21.58127  0.46
H: 8.65873 -8.88496 -21.82244  0.46
Cd: 10.47838 -3.73126 -21.64794  0.15
C: 16.58101 -7.34267 -17.46529  -0.36
C: 16.34239 -8.65743 -16.94111  0.38
C: 14.78133 -9.16662 -16.88709  0.39
O: 14.55422 -10.19055 -16.25058  -0.53
C: 13.84973 -8.36418 -17.62674  -0.14
C: 14.20003 -7.16494 -18.14535  0.47
C: 15.63421 -6.63748 -18.12864  0.35
O: 15.90295 -5.46404 -18.58583  -0.56
O: 13.19844 -6.64981 -18.83317  -0.53
O: 17.22046 -9.46748 -16.61005  -0.58
H: 17.56144 -6.90167 -17.36202  0.48
H: 12.91228 -8.88976 -17.73337  0.45
O: 13.28925 -2.05436 -21.39476  -0.60
H: 13.82989 -2.06278 -20.60491  0.30
H: 13.78287 -1.52105 -22.01778  0.31
O: 10.54244 -13.23090 -16.37903  -0.64
H: 10.25230 -13.59598 -15.54310  0.34
H: 11.36060 -12.77902 -16.17251  0.30
O: 16.37242 -14.47269 -16.74675  -0.61
H: 15.99114 -13.83356 -16.14478  0.33
H: 16.61139 -13.96140 -17.51986  0.29
O: 17.48243 -0.66779 -17.41439  -0.62
H: 17.29383 -0.09031 -18.15411  0.32
H: 17.28275 -1.54601 -17.73854  0.30
O: 16.58599 -11.22192 -12.54480  -0.60
H: 17.36595 -10.94403 -13.02509  0.30
H: 15.86378 -11.07867 -13.15646  0.31
O: 9.48361 -2.23041 -18.86225  -0.61
H: 9.37432 -1.40274 -18.39400  0.31
H: 9.12698 -2.89101 -18.26842  0.31
O: 20.72214 -3.79472 -20.20095  -0.63
H: 21.05364 -3.24272 -19.49269  0.33
H: 19.91331 -4.17075 -19.85365  0.30
C: 18.46373 -5.44115 -10.87529  -0.71
O: 18.79402 -4.35804 -10.10044  -0.36
C: 19.02650 -4.49117 -8.68401  -0.58
C: 18.25712 -3.34901 -7.83322  -0.37
N: 18.75639 -1.96866 -8.22760  -0.33
C: 18.00026 -0.85428 -7.74051  -0.98
C: 16.51049 -0.71422 -8.22470  -0.56
O: 15.68593 -1.69254 -7.61126  -0.24
C: 14.26921 -1.66980 -7.76328  -0.74
H: 17.40023 -5.56927 -10.67367  0.32
H: 18.98367 -6.33436 -10.52893  0.31
H: 18.71728 -5.36047 -11.93232  0.21
H: 20.10847 -4.40741 -8.58189  0.26
H: 18.71657 -5.51978 -8.49965  0.51
H: 18.39702 -3.49253 -6.76180  0.31
H: 17.17921 -3.37958 -7.99219  0.23
H: 18.62054 -1.92760 -9.22758  0.27
H: 18.45552 0.09552 -8.02109  0.40
H: 17.86782 -0.72460 -6.66639  0.40
H: 16.42131 -0.59003 -9.30392  0.39
H: 16.28346 0.30767 -7.92090  0.42
H: 14.06042 -1.65305 -8.83296  0.32
H: 13.96784 -0.70623 -7.35242  0.28
H: 13.72285 -2.46140 -7.25049  0.23
C: 10.00637 -8.94167 -11.67062  -0.73
O: 9.69200 -10.10710 -10.94577  -0.30
C: 10.77821 -10.92911 -10.54302  -0.49
C: 10.24119 -11.63926 -9.31019  -0.76
N: 9.13329 -12.55977 -9.52352  -0.31
C: 8.82876 -13.50241 -8.40111  -0.77
C: 9.46468 -14.91824 -8.47854  -0.50
O: 10.84148 -14.75969 -8.07254  -0.29
C: 11.62203 -15.91439 -8.31346  -0.84
H: 10.46566 -8.29954 -10.91907  0.33
H: 9.14085 -8.35461 -11.97778  0.24
H: 10.50673 -9.24267 -12.59102  0.23
H: 11.68693 -10.46291 -10.16223  0.38
H: 11.22176 -11.57872 -11.29758  0.32
H: 9.93482 -10.94763 -8.52540  0.34
H: 11.05090 -12.17368 -8.81332  0.45
H: 8.38656 -11.98607 -9.88870  0.24
H: 7.75467 -13.68741 -8.41579  0.48
H: 9.03902 -13.07786 -7.41946  0.33
H: 9.28117 -15.29346 -9.48533  0.34
H: 8.82828 -15.55687 -7.86596  0.40
H: 11.03372 -16.83198 -8.31811  0.33
H: 12.52722 -16.05298 -7.72225  0.26
H: 11.90728 -15.94031 -9.36515  0.33

***

| no. | DFT total energy (eV) | Kohn-Sham gap (eV) | lowest unoccupied orbital energy (eV) |
| --- | --- | --- | --- |
| 1 | -46386.95274 | 4.8 | -11.083 |
| 2 | -61829.99777 | 1.2 | -9.346 |